Entry 1:
Here is a molecular structure, C22H25Cl2CoI2N2O4S in a non-equilibrium geometry from the Open Molecules 2025 dataset. Energies are from ωB97M-V/def2-TZVPD.

```
59
Properties=species:S:1:pos:R:3:forces:R:3
Co -0.4936 0.7154 -0.1422 -2.554 1.060 -5.125
I -1.6048 -0.9103 -2.0892 -0.291 -0.190 -0.394
C -2.6949 0.7933 -2.6869 0.281 0.062 0.208
C -3.7772 0.6643 -3.5039 0.001 -0.047 0.017
C -4.4782 1.8267 -3.8949 -0.053 -0.020 -0.049
C -4.0515 3.0580 -3.4951 -0.006 0.102 0.014
C -2.9083 3.2080 -2.6699 0.009 -0.144 -0.049
C -2.4315 4.4782 -2.2718 -0.182 0.149 -0.099
C -1.3218 4.5807 -1.4830 0.307 -0.142 0.043
C -0.6563 3.4261 -1.0144 -0.425 0.499 -0.336
C -1.1228 2.1718 -1.3174 0.280 -1.100 0.568
C -2.2191 2.0493 -2.2151 -0.050 0.280 -0.102
H -4.1007 -0.3117 -3.8386 -0.015 -0.007 -0.016
H -5.3585 1.7302 -4.5185 -0.017 -0.009 -0.029
H -4.5917 3.9492 -3.7950 -0.002 0.022 -0.055
H -2.9543 5.3661 -2.6099 -0.039 0.008 -0.028
H -0.9429 5.5563 -1.2004 -0.042 0.095 -0.005
H 0.2203 3.5512 -0.3895 -0.023 -0.078 0.107
C -2.3254 0.7314 0.6499 -0.107 -0.115 -0.431
O -0.0210 0.6804 1.4847 2.644 1.813 3.642
C 1.5332 0.3572 3.5708 7.052 0.318 3.288
C 2.8006 1.0297 3.1185 -0.568 0.993 -0.970
O 2.4248 2.2121 2.4216 -0.123 -0.419 0.468
C 3.5216 3.0342 2.1165 0.103 -0.040 -0.160
H -2.4608 -0.2530 1.1069 -0.113 -0.201 0.121
H -3.1367 0.8875 -0.0638 -0.094 -0.022 0.032
H -2.4292 1.4762 1.4389 0.053 0.213 0.094
H 0.2868 -0.8656 2.4558 0.618 -1.163 0.458
H -0.0799 1.6012 3.2266 0.255 0.770 -0.429
H 3.3698 0.3627 2.4486 -0.097 0.000 0.012
H 3.4385 1.2863 3.9725 -0.159 -0.114 0.104
H 4.2281 2.5164 1.4566 -0.045 0.053 -0.010
H 4.0389 3.3465 3.0339 0.015 0.022 -0.018
H 3.1266 3.9092 1.6027 0.056 -0.056 -0.003
Cl 1.7795 -0.4912 5.0433 -0.100 -0.359 -0.318
C -0.9129 -0.1312 3.8689 -1.556 -0.180 1.472
Cl 0.1196 0.3436 2.8871 -5.350 -2.080 -1.502
C -0.2036 2.9083 3.7523 -0.989 2.622 -0.426
O 0.2410 2.8219 4.8392 0.259 -0.270 0.214
O -0.7402 3.3915 2.8131 0.442 -0.233 0.786
H -1.6607 -0.4938 4.5288 -0.184 -0.010 -0.022
I 1.8279 0.7021 -1.2603 0.933 0.132 -0.104
C 0.6716 -6.8566 -0.4502 0.005 -0.026 -0.030
C 1.0976 -5.4365 -0.6341 -0.177 0.065 0.134
C 1.9514 -4.9938 -1.5910 0.229 -0.119 -0.295
C 2.2615 -3.6065 -1.6378 -0.268 0.051 0.210
N 1.7513 -2.7617 -0.7797 -0.103 -0.082 0.235
C 0.8922 -3.1782 0.1733 0.086 -0.074 0.412
S 0.2128 -2.1697 1.3239 -0.116 -2.104 -1.204
N 0.5807 -4.5293 0.2302 0.171 0.032 -0.530
C 3.1713 -3.0209 -2.6685 0.109 -0.191 -0.020
H 1.1712 -7.5002 -1.1699 -0.006 0.002 0.000
H -0.4072 -6.9534 -0.5852 0.002 0.015 -0.012
H 0.9147 -7.2011 0.5563 0.012 0.001 0.001
H 2.3823 -5.6872 -2.2992 -0.001 -0.001 0.013
H -0.0939 -4.8157 0.9244 0.033 0.136 0.109
H 3.7507 -3.7898 -3.1794 -0.011 -0.003 -0.028
H 3.8329 -2.3002 -2.1917 -0.050 0.057 -0.005
H 2.5803 -2.4653 -3.3987 -0.041 0.024 0.044
```
Forces are in eV/Å.

Calculated values
Total charge   -1
Multiplicity   4
Gap between HOMO and LUMO (spin up / spin down)   5.09 / 4.44 eV
Energy   -4559.82857 Ha
LUMO energy (spin up / spin down)   1.88 / 0.93 eV

Mulliken atomic charge list, values in e, 4 entries: number 1, Co, carries -0.073; number 2, I, carries 0.182; number 3, C, carries 0.405; number 4, C, carries -0.545



Entry 2:
Here is a molecular structure, C7H14O2 in a non-equilibrium geometry from the Open Molecules 2025 dataset. Energies are from ωB97M-V/def2-TZVPD.

```
23
Properties=species:S:1:pos:R:3:forces:R:3
C 0.2891 0.6325 -1.1654 0.971 -1.027 0.997
C -1.1485 -0.4668 0.7302 1.817 -1.275 2.931
C -0.0576 -0.4961 -0.2807 -0.131 0.756 0.442
C -0.0975 -1.2144 2.1703 -4.174 0.009 0.077
C 1.2636 -0.2821 0.3594 0.756 1.581 -3.758
C 0.4383 0.3693 -2.6363 0.703 -0.099 -0.142
C 0.1057 2.0801 -0.8174 0.160 0.166 0.327
O -1.6179 0.7631 1.1697 -0.055 0.308 -0.253
O -0.3592 -2.6018 2.1569 0.403 -0.439 -0.160
H -2.4556 0.6315 1.6333 0.303 -0.020 -0.119
H 0.3697 -3.0362 1.6939 -0.223 0.094 0.129
H -1.9813 -1.1388 0.4989 0.197 -0.209 0.354
H -0.1128 -1.4613 -0.7848 0.088 0.164 -0.143
H 0.8921 -1.0487 2.6021 0.248 0.520 -1.140
H -0.7537 -0.7705 2.9219 -0.145 -0.244 0.390
H 2.1299 -0.8375 0.0059 -0.158 0.045 0.091
H 1.4650 0.5240 1.0554 -0.381 -0.098 -0.130
H 1.3349 0.8582 -3.0366 -0.128 -0.058 -0.048
H -0.4140 0.7750 -3.1980 -0.011 0.017 0.210
H 0.5028 -0.6967 -2.8679 0.033 0.086 0.055
H 0.0845 2.2552 0.2575 -0.228 -0.048 -0.090
H -0.8143 2.4780 -1.2667 0.037 -0.072 0.128
H 0.9366 2.6839 -1.2014 -0.084 -0.159 -0.148
```
Forces are in eV/Å.

Calculated values
Gap between HOMO and LUMO   8.16 eV
Energy   -425.40839 Ha
LUMO energy   0.75 eV
Energy above the lowest of the compared OMol25 structures with the same formula, charge and spin   123.53 kcal/mol

Mulliken atomic charge list, values in e, 4 entries: number 1, C, carries 0.800; number 2, C, carries -0.292; number 3, C, carries 0.409; number 4, C, carries -0.601



Entry 3:
Here is CHClN2O in the gas phase in a non-equilibrium geometry from the Open Molecules 2025 dataset. Energies are from ωB97M-V/def2-TZVPD.

```
6
Properties=species:S:1:pos:R:3:forces:R:3
O 0.8134 0.2638 -1.0795 0.597 -0.577 0.967
C 0.8514 -0.3352 -0.0050 1.035 0.883 -4.739
N -0.1011 -0.1920 0.9112 -7.773 3.215 2.908
N -1.3620 0.4530 0.7634 6.591 -3.586 0.405
Cl -1.9196 0.7973 -0.7893 0.048 0.037 -0.128
H 1.7179 -0.9869 0.1993 -0.499 0.028 0.588
```
Forces are in eV/Å.

Calculated values
SMILES string   O=C/N=N\Cl
Gap between HOMO and LUMO (spin up / spin down)   8.01 / 8.00 eV
Energy   -683.50339 Ha
LUMO energy (spin up / spin down)   -2.44 / -2.44 eV
Energy above the lowest of the compared OMol25 structures with the same formula, charge and spin   66.40 kcal/mol

Mulliken atomic charge list, values in e, 4 entries: number 1, O, carries -0.453; number 2, C, carries 0.250; number 3, N, carries -0.242; number 4, N, carries 0.040



Entry 4:
Here is 4 unconnected molecules or ions with the total composition C33H38F24N2O4Si from the Open Molecules 2025 dataset. Energies are from ωB97M-V/def2-TZVPD.

```
102
Properties=species:S:1:pos:R:3:forces:R:3
C -0.9745 0.4766 -3.5954 -0.058 0.056 0.299
C -1.4866 1.4203 -2.4980 0.354 -0.145 -0.192
C -0.8499 1.0723 -1.1665 -0.171 0.007 -0.124
O -1.3011 1.9725 -0.1606 0.269 -0.236 0.055
Si -0.7144 1.9391 1.3964 -0.282 0.112 -0.082
C 0.5405 0.5729 1.6417 0.184 -0.096 0.131
C 0.5760 0.0202 3.0859 0.148 -0.152 -0.117
N -0.3199 -1.1313 3.2372 -0.081 0.065 -0.075
C -0.0006 3.6509 1.7461 0.045 -0.021 0.082
C 1.5294 3.7244 1.8633 -0.008 0.171 -0.065
C 2.1063 3.1432 3.1330 -0.025 -0.066 -0.023
C 1.4686 3.2816 4.3612 -0.036 0.075 0.047
C 2.0069 2.7302 5.5163 -0.141 0.053 0.001
C 3.1995 2.0284 5.4618 -0.019 -0.026 0.157
C 3.8585 1.8994 4.2497 0.087 -0.043 -0.076
C 3.3153 2.4534 3.1009 0.014 -0.038 -0.064
C -2.2175 1.6489 2.4868 -0.306 -0.025 0.066
C -3.4017 1.1073 1.9643 0.118 0.091 0.352
C -4.4852 0.8908 2.8086 0.184 0.070 0.041
C -4.3569 1.2200 4.1566 0.026 -0.055 -0.286
N -3.2504 1.7426 4.6825 0.004 -0.029 -0.074
C -2.2244 1.9496 3.8543 -0.058 -0.073 -0.179
H -0.9317 -0.5538 -3.2269 -0.092 0.029 -0.108
H 0.0400 0.7493 -3.8854 -0.122 -0.013 -0.073
H -1.6178 0.5004 -4.4754 0.094 0.008 -0.003
H -2.5737 1.3721 -2.4138 0.015 0.043 0.065
H -1.1987 2.4442 -2.7498 -0.235 0.045 0.035
H -1.1041 0.0379 -0.8996 -0.017 0.061 0.022
H 0.2418 1.1172 -1.2685 -0.004 0.014 0.035
H 0.3427 -0.2792 0.9867 -0.075 0.081 -0.024
H 1.5389 0.9367 1.3741 -0.069 0.055 -0.042
H 1.6077 -0.2677 3.3103 -0.067 0.039 0.083
H 0.3112 0.7870 3.8147 0.067 0.023 0.000
H 0.1951 -1.9845 3.3962 -0.031 -0.009 0.026
H -0.9798 -1.0114 3.9916 0.011 0.012 0.036
H -0.4807 4.0800 2.6302 0.039 0.009 -0.044
H -0.3185 4.2828 0.9098 -0.046 -0.078 0.020
H 1.8533 4.7695 1.7844 -0.040 -0.049 0.028
H 1.9827 3.2140 1.0074 0.040 0.031 0.051
H 0.5392 3.8341 4.4300 0.021 -0.009 0.003
H 1.4785 2.8559 6.4544 0.081 -0.041 -0.074
H 3.6088 1.5841 6.3613 0.036 0.001 -0.039
H 4.7947 1.3573 4.1951 -0.012 0.011 -0.003
H 3.8314 2.3422 2.1525 -0.002 -0.021 0.031
H -3.4648 0.8685 0.9082 -0.013 0.011 0.043
H -5.4161 0.4753 2.4387 0.082 0.035 0.022
H -5.1889 1.0552 4.8355 0.077 0.031 0.006
H -1.3403 2.3869 4.3162 -0.069 -0.020 -0.006
F 1.4990 -4.0338 -4.9071 0.015 -0.011 0.036
C 1.7330 -4.9216 -5.8938 -0.009 -0.041 -0.045
F 2.3217 -6.0127 -5.3545 -0.029 0.007 0.032
C 2.6740 -4.3278 -6.9459 0.105 0.050 0.096
F 3.8834 -4.0906 -6.4000 -0.041 0.002 -0.018
F 2.8210 -5.3210 -7.8748 0.007 -0.013 -0.034
C 2.1762 -3.1016 -7.7183 -0.159 0.133 -0.477
O 2.6474 -1.8401 -7.2838 0.307 -0.207 0.384
C 1.9881 -1.1028 -6.3492 -0.081 0.136 -0.121
F 0.8210 -1.6552 -5.9779 -0.008 -0.015 0.004
F 1.7059 0.1048 -6.8985 -0.100 0.012 -0.032
C 2.8721 -0.8086 -5.1295 0.026 0.003 0.026
F 3.2685 -1.9536 -4.5431 -0.040 -0.011 -0.001
F 2.1390 -0.1019 -4.2369 0.170 -0.020 0.019
H 0.7847 -5.2172 -6.3511 -0.009 0.017 0.014
H 2.5976 -3.2121 -8.7158 -0.012 -0.013 -0.005
H 1.0934 -3.1175 -7.8233 -0.021 -0.029 0.142
H 3.7478 -0.2296 -5.4267 -0.010 0.011 -0.011
F -1.5816 -5.1293 -8.5361 -0.022 0.033 0.028
C -0.8510 -5.3832 -9.6404 0.045 -0.020 0.029
F 0.3143 -4.6982 -9.5285 -0.011 -0.046 -0.009
C -1.5715 -4.9078 -10.9048 -0.053 0.129 0.067
F -1.6959 -3.5672 -10.8794 -0.002 -0.036 -0.003
F -0.7193 -5.2361 -11.9214 0.010 -0.013 -0.044
C -2.9098 -5.5709 -11.2524 -0.153 -0.338 -0.314
O -4.0797 -4.8668 -10.8952 0.243 0.423 0.227
C -4.6999 -5.0429 -9.6918 -0.122 -0.124 -0.104
F -4.1140 -5.9968 -8.9463 0.020 0.011 0.007
F -5.9676 -5.4447 -9.9397 -0.043 -0.119 0.028
C -4.8172 -3.7233 -8.9148 -0.018 0.005 -0.042
F -3.5942 -3.2070 -8.6856 0.046 -0.026 0.017
F -5.4077 -3.9757 -7.7272 0.005 0.025 0.000
H -0.6290 -6.4517 -9.6918 0.001 0.005 -0.014
H -2.9272 -5.5891 -12.3410 -0.015 -0.004 0.003
H -2.9346 -6.6054 -10.9087 0.066 0.044 0.110
H -5.4169 -3.0090 -9.4813 0.005 0.012 0.006
F 3.1566 4.1840 11.0969 0.013 0.033 0.035
C 2.7917 4.2385 9.8007 -0.014 -0.005 -0.047
F 3.2437 5.3977 9.2767 0.031 -0.002 0.033
C 1.2663 4.2031 9.6655 -0.052 0.058 0.110
F 0.7267 5.3093 10.2091 0.025 -0.020 -0.022
F 1.0466 4.2425 8.3143 -0.049 0.041 -0.001
C 0.5355 2.9484 10.1605 -0.181 -0.396 -0.223
O -0.0611 3.0218 11.4380 0.138 0.498 0.113
C 0.6005 2.6644 12.5753 -0.090 -0.177 -0.010
F 1.8268 2.1721 12.3273 0.004 0.016 -0.003
F -0.1153 1.6823 13.1739 0.044 -0.118 0.008
C 0.6570 3.8200 13.5849 -0.041 -0.008 -0.006
F 1.2920 4.8790 13.0492 0.044 0.000 -0.022
F 1.3462 3.4082 14.6720 -0.008 0.026 0.004
H 3.2438 3.4033 9.2587 0.009 0.001 0.012
H -0.3052 2.8359 9.4775 -0.002 -0.009 0.011
H 1.1632 2.0628 10.0545 0.102 0.081 0.039
H -0.3543 4.1073 13.8776 0.002 0.013 0.003
```
Forces are in eV/Å.

Calculated values
SMILES string   CCCO[Si@@](CCN)(CCc1ccccc1)c1cccnc1.FC(F)C(F)(F)COC(F)(F)C(F)F.FC(F)C(F)(F)COC(F)(F)C(F)F.FC(F)C(F)(F)COC(F)(F)C(F)F
Gap between HOMO and LUMO   9.36 eV
Energy   -4377.09927 Ha
LUMO energy   0.40 eV

Mulliken atomic charge list, values in e, 4 entries: number 1, C, carries -1.072; number 2, C, carries -0.410; number 3, C, carries -0.419; number 4, O, carries -0.273



Entry 5:
Here is a gas-phase ion, CH2N3O2 (charge +1) in a non-equilibrium geometry from the Open Molecules 2025 dataset. Energies are from ωB97M-V/def2-TZVPD.

```
8
Properties=species:S:1:pos:R:3:forces:R:3
H -1.7232 -1.4949 -0.8517 0.019 0.806 -0.080
N -1.2550 -0.6733 -0.4181 -2.756 -0.964 1.389
N -0.2625 -0.4115 -1.0012 -2.216 -8.672 -8.034
O 0.6799 0.2323 -0.7292 7.047 8.221 6.886
N 0.3570 0.5803 0.6469 -0.226 -0.182 -1.422
C 0.9321 1.1950 1.5414 -0.392 -1.004 -2.090
O 0.9796 1.5286 2.6062 1.317 1.816 3.196
H 0.2921 -0.9564 -1.7943 -2.792 -0.019 0.155
```
Forces are in eV/Å.

Calculated values
Total charge   +1
SMILES string   [H]/N=[NH+]/ON=C=O
Gap between HOMO and LUMO   10.32 eV
Energy   -353.49608 Ha
LUMO energy   -5.97 eV
Energy above the lowest of the compared OMol25 structures with the same formula, charge and spin   66.96 kcal/mol

Mulliken atomic charge list, values in e, 4 entries: number 1, H, carries 0.331; number 2, N, carries -0.334; number 3, N, carries 0.645; number 4, O, carries -0.068



Entry 6:
Here is C4H6Si in the gas phase in a non-equilibrium geometry from the Open Molecules 2025 dataset. Energies are from ωB97M-V/def2-TZVPD.

```
11
Properties=species:S:1:pos:R:3:forces:R:3
C 1.1530 0.2327 0.9033 -3.775 6.692 -0.269
C 0.0623 1.2685 0.6252 2.758 -2.916 1.871
Si -1.0811 0.4442 -0.6309 0.666 -0.825 2.382
C -0.0661 -1.1259 -0.6410 -0.648 -0.218 1.411
C 0.9413 -0.9894 0.2338 0.716 -0.734 -0.827
H 2.0880 0.5467 1.4316 -1.107 -0.685 -0.216
H -0.0993 2.2133 1.2245 0.756 -1.136 -0.970
H -2.5487 0.4144 -0.4047 0.234 -0.022 -0.039
H -0.6613 0.7963 -1.8853 0.209 1.388 -2.518
H -0.2207 -2.0591 -1.1220 -0.075 -0.550 -0.607
H 1.7234 -1.6911 0.4162 0.266 -0.995 -0.219
```
Forces are in eV/Å.

Calculated values
SMILES string   C1=C[SiH2]C=C1
Gap between HOMO and LUMO   8.29 eV
Energy   -445.40295 Ha
LUMO energy   -0.03 eV
Energy above the lowest of the compared OMol25 structures with the same formula, charge and spin   20.09 kcal/mol

Mulliken atomic charge list, values in e, 4 entries: number 1, C, carries -0.278; number 2, C, carries -0.444; number 3, Si, carries 0.294; number 4, C, carries -0.480